48
Properties=species:S:1:pos:R:3 method="wB97M-V/def2-TZVPD" charge=-2 multiplicity=6 energy_ha=-2153.773161 max_force_ha_per_bohr=0.0992
Fe -0.235 -0.559 0.253
C -1.866 -1.600 -0.332
C -2.076 -0.291 -0.800
C -1.069 0.044 -1.740
H -2.946 0.379 -0.592
C -0.143 -1.090 -1.797
C -0.715 -2.112 -0.944
H -0.340 -3.157 -0.874
H -2.565 -2.187 0.323
H -1.032 0.901 -2.376
H 0.678 -1.153 -2.453
C 0.972 -0.288 2.080
C 0.977 -1.612 1.452
C 1.658 -1.490 0.151
H 0.679 -2.520 1.911
C 2.034 -0.074 -0.032
C 1.631 0.650 1.185
H 1.847 1.657 1.394
H 0.682 -0.067 3.063
H 1.963 -2.265 -0.472
H 2.605 0.304 -0.798
O -0.086 2.210 -0.441
C 1.658 3.146 -2.233
C 0.366 4.018 -2.141
C 1.602 1.911 -3.021
C 2.656 3.343 -1.145
C -0.562 3.273 -0.970
H -0.162 3.972 -3.102
H 0.644 5.017 -1.791
H -0.775 4.036 -0.192
H -1.543 3.043 -1.430
H 2.283 2.264 -3.785
H 0.632 1.667 -3.499
H 2.042 0.941 -2.610
H 3.246 4.087 -1.680
H 3.329 2.457 -0.960
H 2.347 3.762 -0.149
C -3.290 0.975 3.689
C -2.833 1.888 2.731
C -1.896 1.459 1.726
C -1.506 0.104 1.744
C -1.967 -0.767 2.706
C -2.850 -0.327 3.671
H -4.011 1.330 4.454
H -3.160 2.915 2.707
H -1.515 2.122 1.001
H -1.621 -1.827 2.698
H -3.210 -1.062 4.452